[1]
Density functional theory data (the ωB97M-V functional and the def2-TZVPD basis) for a structure of composition C6H10ClN.

Atoms and positions in Å:
C1 -2.485 0.252 -0.121
C2 -1.688 -0.454 1.148
C3 -1.096 -0.429 -0.304
C4 0.278 0.354 -0.522
C5 1.059 1.575 0.049
C6 1.489 0.240 0.385
H1 -3.923 0.118 -1.445
H2 -4.519 -0.204 0.396
H3 -2.707 1.558 0.194
H4 -2.266 -1.260 1.712
H5 -1.141 0.456 1.512
H6 -1.199 -1.393 -0.821
H7 0.705 0.037 -1.492
H8 1.615 2.098 -0.898
H9 0.915 2.009 1.180
H10 1.079 -0.050 1.505
N1 -3.660 -0.352 -0.495
Cl1 3.042 -0.597 -0.129

Its net charge is 0. The calculation puts the HOMO energy at -8.960 eV.

[2]
Density functional theory data (the ωB97M-V functional and the def2-TZVPD basis) for the ion C6H10ClN3O2 with charge +2.

Atoms and positions in Å:
C1 0.997 -1.093 -1.898
C2 0.874 -1.498 -0.603
N1 0.327 -0.654 0.368
C3 -0.106 -1.267 1.577
C4 0.354 0.731 0.106
C5 -0.683 1.649 0.118
N2 -1.984 1.290 0.130
C6 -2.553 0.093 0.006
Cl1 -4.242 0.082 0.018
N3 1.618 1.234 -0.190
O1 1.790 2.328 -0.606
O2 2.677 0.491 0.160
H1 0.589 -0.277 -2.388
H2 1.480 -1.657 -2.540
H3 1.146 -2.416 -0.312
H4 0.866 -1.614 1.979
H5 -0.683 -0.635 2.178
H6 -0.859 -2.001 1.501
H7 -0.638 2.774 0.059
H8 -2.533 2.151 0.157
H9 -1.872 -0.740 -0.089
H10 3.434 1.030 0.269

As for the structure (SMILES): C=CN(C)/C(=C\[NH+]=C\Cl)[N+](=O)O. Its net charge is +2. The calculation puts the HOMO energy (alpha / beta) at -16.986 / -16.330 eV.

[3]
Density functional theory data (the ωB97M-V functional and the def2-TZVPD basis) for a structure of composition C6H10EuO5.

Atoms and positions in Å:
O1 0.356 2.886 -2.731
C1 0.117 2.068 -1.881
C2 0.157 2.401 -0.400
O2 -0.065 1.309 0.445
C3 1.064 0.500 0.669
C4 0.729 -0.632 1.606
O3 -0.310 -1.488 1.094
C5 -1.607 -1.284 1.680
H1 1.114 2.906 -0.178
H2 -0.646 3.131 -0.212
H3 1.882 1.088 1.123
H4 1.456 0.085 -0.279
H5 1.616 -1.263 1.746
H6 0.403 -0.250 2.581
H7 -2.305 -1.966 1.183
H8 -1.558 -1.532 2.747
H9 -1.916 -0.244 1.526
O4 0.963 -2.026 -2.514
C6 -0.128 -1.506 -2.833
O5 -1.204 -2.036 -2.484
Eu1 -0.088 -3.026 -0.680
H10 -0.029 0.878 -2.210

Its net charge is +1. As for the expectation value of S²: 20.012. As for the spin multiplicity: 9. The calculation puts the HOMO energy (alpha / beta) at -12.107 / -12.488 eV.

[4]
Density functional theory data (the ωB97M-V functional and the def2-TZVPD basis) for a cluster of 2 separate species, C6H10F2O2 in total.

Atoms and positions in Å:
C1 2.881 -0.935 0.323
C2 1.860 0.132 0.241
C3 0.481 -0.433 0.537
C4 -0.051 -0.470 1.710
F1 0.547 -0.046 2.811
F2 -1.285 -0.956 1.970
H1 2.500 -1.800 -0.158
H2 2.984 -1.051 1.333
H3 3.805 -0.650 -0.044
H4 2.139 0.769 1.074
H5 1.880 0.678 -0.752
H6 -0.070 -0.691 -0.334
C5 -3.464 0.404 -0.352
O1 -2.137 0.430 -0.708
C6 -1.626 1.648 -0.962
O2 -0.456 1.848 -1.283
H7 -4.056 -0.542 -0.715
H8 -4.055 1.281 -0.767
H9 -3.661 0.276 0.798
H10 -2.471 2.370 -0.816

As for the structure (SMILES): CCC=C(F)F.COC=O. Its net charge is 0. The calculation puts the HOMO energy at -9.383 eV.

[5]
Density functional theory data (the ωB97M-V functional and the def2-TZVPD basis) for a cluster of 2 separate species, C6H10F3NO3S in total.

Atoms and positions in Å:
C1 2.035 -0.110 -1.109
C2 1.698 -0.583 0.306
C3 0.897 0.809 -1.414
C4 0.787 0.526 0.880
C5 1.609 1.701 1.616
C6 -2.185 -0.134 -0.668
N1 0.157 1.066 -0.248
O1 -2.233 -1.499 1.612
O2 -1.551 -2.614 -0.502
O3 -3.951 -2.259 -0.127
F1 -2.242 -0.456 -2.054
F2 -3.182 0.738 -0.364
F3 -4.801 -1.283 0.362
S1 -2.358 -1.702 0.187
H1 2.926 0.422 -1.258
H2 2.095 -1.003 -1.781
H3 1.008 -1.361 0.374
H4 2.440 -0.754 1.069
H5 1.051 1.981 -1.760
H6 0.264 0.365 -2.210
H7 0.072 0.081 1.594
H8 2.175 1.338 2.418
H9 0.976 2.440 2.143
H10 2.314 2.290 0.933

Its net charge is 0. As for the expectation value of S²: 2.009. As for the spin multiplicity: 3. The calculation puts the HOMO energy (alpha / beta) at -8.912 / -9.839 eV.

[6]
Density functional theory data (the ωB97M-V functional and the def2-TZVPD basis) for an isolated molecule of C6H10FIO3.

Atoms and positions in Å:
C1 3.722 0.359 0.644
C2 2.614 -0.716 0.094
C3 1.499 -0.097 -0.939
I1 2.322 1.392 -2.357
O1 0.395 0.430 -0.106
C4 -0.833 0.641 -0.888
O2 -1.093 1.712 -1.663
O3 -1.945 -0.363 -0.805
C5 -3.015 0.370 -0.057
C6 -3.817 -0.703 0.930
F1 -2.935 -1.324 1.960
H1 3.214 1.168 1.360
H2 4.408 0.835 -0.176
H3 4.452 -0.254 1.362
H4 3.152 -1.699 -0.310
H5 2.004 -1.084 1.052
H6 1.145 -1.008 -1.625
H7 -2.562 1.184 0.683
H8 -3.741 0.961 -0.776
H9 -4.187 -1.569 0.210
H10 -4.802 -0.234 1.406

As for the structure (SMILES): CC[C@H](I)OC(=O)OCCF. Its net charge is 0. The calculation puts the HOMO energy at -9.543 eV.

[7]
Density functional theory data (the ωB97M-V functional and the def2-TZVPD basis) for a cluster of 3 separate species, C6H10FN in total.

Atoms and positions in Å:
C1 1.706 0.573 -0.618
C2 0.324 -0.036 -0.060
C3 -0.542 -0.960 -0.752
C4 -1.821 -0.748 -0.082
C5 -1.997 0.550 0.297
C6 -0.678 1.157 0.561
H1 1.481 1.165 -1.467
H2 2.231 1.225 0.231
H3 2.307 -0.398 -1.082
H4 0.726 -1.961 1.363
H5 2.804 -0.386 0.972
H6 -0.829 -0.793 -1.788
H7 -0.284 -2.060 -0.818
H8 -2.843 -1.319 -0.089
H9 -2.897 0.906 0.600
H10 -0.288 1.321 1.721
N1 1.004 -0.556 1.205
F1 -0.404 2.320 -0.195

Its net charge is 0. The calculation puts the HOMO energy at -8.813 eV.

[8]
Density functional theory data (the ωB97M-V functional and the def2-TZVPD basis) for a structure of composition C6H10LiO3Tl.

Atoms and positions in Å:
C1 1.605 -1.039 1.239
C2 0.700 -0.764 0.260
C3 0.396 -1.621 -0.950
C4 -0.385 -0.668 -1.775
O1 -1.580 -0.853 -2.076
O2 1.737 -0.436 2.381
Tl1 2.213 1.717 3.500
Li1 -2.580 -2.359 -1.453
H1 2.193 -1.971 1.115
H2 -0.029 0.019 0.507
H3 0.607 -2.719 -0.364
H4 0.201 0.088 -2.334
C5 -2.108 -3.051 1.922
C6 -2.129 -4.143 0.853
O3 -1.882 -3.621 -0.407
H5 -2.130 -3.480 2.936
H6 -1.207 -2.429 1.809
H7 -2.976 -2.382 1.799
H8 -3.060 -4.738 0.973
H9 -1.322 -4.872 1.084
H10 0.162 -2.484 -1.614

Its net charge is 0. The calculation puts the HOMO energy (alpha / beta) at -6.143 / -6.144 eV.

[9]
Density functional theory data (the ωB97M-V functional and the def2-TZVPD basis) for the ion C6H10N with charge +1.

Atoms and positions in Å:
C1 3.240 -0.396 -0.753
C2 1.911 -0.864 -1.279
C3 0.791 -0.828 -0.426
C4 -0.429 -0.720 0.401
N1 -1.238 0.444 0.210
C5 -2.694 0.501 0.235
C6 -1.907 0.931 1.426
H1 3.127 0.136 0.156
H2 3.552 0.494 -1.333
H3 3.936 -1.232 -0.889
H4 1.983 -1.121 -2.252
H5 -1.006 -1.575 0.842
H6 -0.761 1.222 -0.218
H7 -3.194 -0.553 0.191
H8 -3.227 1.201 -0.236
H9 -1.933 1.960 1.555
H10 -2.152 0.399 2.370

As for the structure (SMILES): CC=C=C[NH+]1CC1. Its net charge is +1. The calculation puts the HOMO energy at -13.825 eV.

[10]
Density functional theory data (the ωB97M-V functional and the def2-TZVPD basis) for the ion C6H10N with charge +1.

Atoms and positions in Å:
C1 2.357 0.426 0.250
C2 1.066 0.035 -0.233
C3 0.469 -1.338 -0.089
C4 -1.001 -1.194 -0.727
N1 -1.289 -0.166 0.033
C5 -2.284 0.836 -0.055
C6 -0.050 -0.111 0.746
H1 3.011 0.066 -0.519
H2 2.818 -0.034 1.123
H3 2.507 1.544 0.265
H4 0.716 0.507 -1.077
H5 0.977 -2.272 0.207
H6 -1.649 -1.786 -1.367
H7 -3.199 0.425 -0.416
H8 -1.983 1.541 -0.790
H9 -2.300 1.392 0.859
H10 -0.166 0.130 1.789

As for the structure (SMILES): C[C@H]1[C@@H]2C=[N+](C)[C@H]12. Its net charge is +1. The calculation puts the HOMO energy at -14.511 eV.

[11]
Density functional theory data (the ωB97M-V functional and the def2-TZVPD basis) for the ion C6H10N with charge +1.

Atoms and positions in Å:
C1 0.209 -2.210 2.010
C2 0.069 -1.118 1.305
C3 -0.555 0.251 1.136
N1 -1.052 -0.037 -0.264
C4 -1.233 1.270 -1.038
C5 0.377 -0.303 0.113
C6 1.689 0.116 -0.521
H1 0.915 -2.860 1.770
H2 -0.340 -2.301 2.874
H3 -0.831 1.113 1.740
H4 -1.852 -0.616 -0.563
H5 -2.047 1.871 -0.810
H6 -0.346 1.984 -0.929
H7 -1.493 0.895 -1.991
H8 2.129 -0.752 -0.912
H9 2.327 0.712 0.059
H10 1.382 0.726 -1.460

As for the structure (SMILES): C=C1[C@@H]2[N@@H+](C)[C@]12C. Its net charge is +1. The calculation puts the HOMO energy at -14.252 eV.

[12]
Density functional theory data (the ωB97M-V functional and the def2-TZVPD basis) for the ion C6H10N with charge +1.

Atoms and positions in Å:
C1 -1.590 -1.609 0.115
C2 -0.577 -0.733 -0.118
C3 0.891 -1.157 -0.238
N1 1.654 -0.021 0.273
C4 0.882 1.129 -0.226
C5 -0.637 0.722 -0.233
C6 -1.546 1.566 0.175
H1 -1.285 -2.575 0.287
H2 -2.608 -1.297 0.141
H3 1.091 -2.124 0.304
H4 1.325 -1.362 -1.254
H5 1.711 -0.037 1.277
H6 2.679 -0.065 -0.057
H7 1.146 1.492 -1.195
H8 0.778 2.013 0.378
H9 -1.275 2.598 0.160
H10 -2.639 1.461 0.210

As for the structure (SMILES): C=C1C[NH2+]CC1=C. Its net charge is +1. The calculation puts the HOMO energy at -13.151 eV.

[13]
Density functional theory data (the ωB97M-V functional and the def2-TZVPD basis) for a structure of composition C6H10N.

Atoms and positions in Å:
C1 -1.859 0.952 -1.732
C2 0.523 -0.663 -0.709
C3 -0.898 2.000 -1.570
C4 0.786 -0.649 0.553
C5 0.286 0.545 1.422
C6 1.410 -1.903 1.144
N1 -0.464 0.797 -1.262
H1 -2.606 0.912 -1.049
H2 -2.185 0.751 -2.717
H3 0.316 -1.476 -1.454
H4 -0.390 2.937 -1.587
H5 -0.812 0.819 1.263
H6 0.761 1.475 1.201
H7 0.356 0.266 2.482
H8 2.288 -1.765 1.699
H9 1.636 -2.611 0.383
H10 0.850 -2.386 1.933

Its net charge is +1. The calculation puts the HOMO energy at -14.702 eV.